67
Properties=species:S:1:pos:R:3:forces:R:3 method="wB97M-V/def2-TZVPD" spin_multiplicity=5 total_energy_ev=-62592.297 relative_energy_ev=0.000 orbital_gap_ev="8.89 / 7.14" total_charge=+1 e_homo_ev="-11.59 / -11.74"
Os -5.501561 0.739169 17.366615 -2.0 0.0 -1.1
C -5.984224 2.731036 17.340922 -0.2 0.5 -0.2
Si -7.840462 3.131140 17.418097 -0.1 -0.9 0.3
C -8.527385 1.324468 17.511688 0.5 0.6 0.2
N -7.667316 0.390248 16.723730 0.1 0.1 0.4
C -7.833445 0.690736 15.263022 -0.2 1.4 -1.1
C -8.073702 -0.526181 14.384198 0.7 -1.3 1.0
C -9.259168 -1.450948 14.782870 0.8 0.4 0.0
C -9.401996 -1.477954 16.326037 -0.3 -0.9 -0.7
C -8.132987 -0.990835 17.001129 1.3 -2.2 0.8
C -8.263319 3.951353 19.026862 0.6 0.6 0.4
C -9.013545 5.141874 19.108833 -0.2 -1.0 -0.7
C -9.154734 5.849290 20.281725 -1.1 0.4 -0.2
C -8.604234 5.333075 21.433335 0.4 -0.2 0.4
C -7.850600 4.154722 21.396734 0.5 -0.3 0.7
C -7.616597 3.492462 20.198850 -1.0 1.2 -0.2
C -8.465214 4.107813 15.960237 0.9 -0.1 0.3
C -7.635161 4.695135 15.008824 0.8 -0.2 -1.2
C -8.147885 5.457521 13.951176 0.0 0.5 1.1
C -9.517682 5.839797 13.965453 2.6 -0.8 -0.9
C -10.305225 5.249469 14.912649 -1.3 -0.4 -0.4
C -9.811128 4.363942 15.861908 -1.2 0.0 0.6
H -5.433185 3.235341 18.143265 0.0 0.0 -0.1
H -5.589380 3.121494 16.391548 0.1 0.0 0.1
H -9.548447 1.259748 17.117193 0.0 -0.1 0.5
H -8.428743 0.977690 18.564166 -0.5 0.4 -0.5
H -6.994339 1.351619 14.872097 -0.6 -1.1 0.5
H -8.695136 1.361098 15.157360 -0.1 0.0 0.2
H -7.246170 -1.195275 14.602394 0.7 0.2 -0.7
H -8.066976 -0.255376 13.335014 0.0 0.0 -0.1
H -9.048105 -2.463086 14.397620 -0.1 0.5 0.1
H -10.151970 -1.103039 14.304625 -0.7 0.1 -0.1
H -9.581236 -2.573357 16.645624 0.1 2.0 -0.1
H -10.245934 -0.831982 16.558972 -0.2 -0.3 0.5
H -7.313977 -1.675004 16.658624 -0.5 0.5 0.4
H -8.202106 -1.168519 18.107580 0.1 0.5 -0.9
H -9.591637 5.456972 18.244775 0.3 0.2 0.0
H -9.841215 6.725537 20.263044 0.9 -0.6 0.3
H -8.749022 5.859260 22.362300 0.0 0.0 0.2
H -7.401714 3.715955 22.317402 -0.4 0.7 -0.7
H -6.930975 2.672559 20.199726 0.2 -0.6 -0.1
H -6.540978 4.481333 14.964804 -0.9 0.2 0.3
H -7.389363 5.787568 13.239346 -0.7 0.2 -0.1
H -9.884772 6.434616 13.139442 -0.3 0.1 0.3
H -11.368141 5.365935 14.750474 -0.2 0.1 0.6
H -10.510865 3.882235 16.572737 0.3 0.4 -0.5
F -4.850714 -2.167112 14.056233 0.9 0.4 1.1
B -4.144901 -1.866214 15.218905 -0.9 0.3 -0.8
F -5.025492 -0.829037 15.971271 -0.7 0.2 -0.2
F -2.947248 -1.226093 15.130248 0.4 0.0 -0.5
F -4.112160 -2.862604 16.139849 0.1 -1.1 0.6
C -1.687835 -1.821639 18.446374 -2.2 0.1 -2.6
N -3.163017 -1.626723 18.565542 -0.8 0.4 -0.6
C -3.765196 -0.785400 19.390122 -0.7 -2.1 0.4
N -3.160948 -0.285188 20.447915 0.1 0.4 -0.4
S -5.545777 -0.623085 19.433778 0.8 0.1 -0.6
H -1.603151 -2.673663 17.706252 0.3 1.1 1.0
H -1.327411 -2.069154 19.396787 1.0 -0.4 1.2
H -1.315792 -0.882311 18.001218 0.4 -0.6 0.4
H -3.755350 -2.037903 17.816352 0.6 0.3 0.6
H -2.192866 -0.408788 20.634438 0.6 0.0 0.1
H -3.741525 0.200798 21.090754 -0.1 0.4 0.5
C -2.928826 1.742605 16.149917 -0.3 0.4 1.3
O -3.727697 1.168460 17.258001 2.0 0.7 -0.3
H -2.027225 2.271706 16.554772 -0.9 -0.5 -0.1
H -3.573667 2.472332 15.638981 0.4 -0.3 -0.1
H -2.620254 0.903942 15.547727 0.0 0.0 -0.4